1.
Molecular formula: C12H20O7PdS3Se2
Method: DFT, ωB97M-V/def2-TZVPD

The net charge is 0. The calculation puts the energy relative to the best compared isomer or geometry (same formula, charge and spin) at 64.5 kcal/mol. As for the frontier orbital gap (spin up / spin down): 6.500 / 6.589 eV.

Geometry as XYZ:
```
45
Properties=species:S:1:pos:R:3:nbo_charge:R:1
Pd 0.161 -0.679 -0.498 0.83
O 4.035 0.425 1.415 -0.99
S 3.185 -0.631 0.909 2.42
O 3.774 -1.919 0.738 -0.93
O 2.434 -0.112 -0.289 -1.07
C 1.832 -0.769 2.096 -0.35
C 1.840 0.022 3.231 -0.20
C 0.731 0.044 4.067 -0.19
C -0.395 -0.704 3.754 -0.22
C -0.400 -1.518 2.629 -0.21
C 0.715 -1.553 1.796 -0.31
S 0.854 -2.961 0.643 2.39
O -0.556 -3.363 0.462 -1.04
O 1.607 -3.937 1.359 -0.91
O 1.386 -2.498 -0.654 -0.93
H 2.739 0.585 3.441 0.25
H 0.743 0.656 4.959 0.22
H -1.255 -0.691 4.410 0.22
H -1.234 -2.168 2.403 0.25
C -3.406 1.122 0.120 -0.82
Se -1.595 1.315 -0.632 0.49
C -2.045 0.633 -2.421 -0.57
C -2.783 -0.686 -2.389 -0.62
Se -1.885 -2.026 -1.183 0.63
C -0.846 -2.879 -2.587 -0.78
H -4.141 1.408 -0.629 0.23
H -3.486 1.792 0.972 0.24
H -3.569 0.096 0.441 0.23
H -1.082 0.534 -2.919 0.26
H -2.640 1.409 -2.906 0.23
H -2.831 -1.100 -3.397 0.24
H -3.804 -0.553 -2.031 0.22
H -1.520 -3.322 -3.317 0.23
H -0.263 -3.646 -2.088 0.28
H -0.176 -2.150 -3.038 0.24
C 1.325 3.723 -2.002 -0.79
S 1.923 2.112 -1.322 1.31
C 1.603 2.608 0.405 -0.81
O 0.717 1.272 -1.757 -1.08
H 0.276 3.829 -1.739 0.23
H 1.429 3.707 -3.083 0.23
H 1.926 4.528 -1.585 0.22
H 2.576 2.802 0.853 0.26
H 1.144 1.762 0.908 0.25
H 0.959 3.482 0.457 0.22
```

=====

2.
Molecular formula: C57H53Br2KN5O5S2
Method: DFT, ωB97M-V/def2-TZVPD

The net charge is +1. As for the frontier orbital gap: 7.670 eV.

Geometry as XYZ:
```
125
Properties=species:S:1:pos:R:3:nbo_charge:R:1
K 0.487 -1.180 1.082 0.90
C -6.460 -4.044 2.126 -0.63
C -5.394 -3.505 1.215 0.02
C -5.544 -2.258 0.610 -0.21
C -4.527 -1.712 -0.153 -0.18
C -3.355 -2.433 -0.344 -0.31
C -3.196 -3.686 0.222 -0.13
C -4.217 -4.217 0.993 -0.22
S -1.944 -1.572 -1.042 1.27
O -0.744 -2.297 -0.529 -1.04
C -1.962 -1.991 -2.794 -0.16
C -1.777 -3.323 -3.200 -0.22
C -1.651 -3.610 -4.525 -0.16
C -1.652 -2.579 -5.496 -0.08
C -1.541 -2.865 -6.877 -0.17
C -1.550 -1.859 -7.799 -0.19
C -1.619 -0.515 -7.384 -0.20
C -1.719 -0.203 -6.057 -0.20
C -1.781 -1.227 -5.080 0.01
C -1.976 -0.946 -3.693 -0.10
C -2.251 0.456 -3.246 0.08
C -3.489 1.069 -3.617 -0.10
C -4.496 0.373 -4.333 -0.19
C -5.673 0.987 -4.655 -0.20
C -5.906 2.329 -4.294 -0.19
C -4.967 3.019 -3.582 -0.19
C -3.750 2.404 -3.208 0.02
C -2.801 3.083 -2.407 -0.17
C -1.655 2.465 -2.012 -0.21
C -1.377 1.156 -2.443 -0.28
S 0.038 0.278 -1.751 1.27
O 0.047 0.677 -0.304 -1.04
C 1.417 1.151 -2.502 -0.20
C 2.221 0.403 -3.352 -0.21
C 3.407 0.939 -3.829 -0.21
C 3.803 2.224 -3.467 0.02
C 5.102 2.804 -3.948 -0.64
C 2.964 2.969 -2.638 -0.20
C 1.787 2.438 -2.143 -0.21
H -7.454 -3.767 1.775 0.23
H -6.335 -3.632 3.130 0.23
H -6.409 -5.128 2.204 0.22
H -6.460 -1.699 0.758 0.22
H -4.637 -0.728 -0.598 0.22
H -2.271 -4.229 0.073 0.23
H -4.088 -5.192 1.447 0.22
H -1.735 -4.105 -2.451 0.23
H -1.538 -4.636 -4.854 0.22
H -1.453 -3.899 -7.189 0.22
H -1.496 -2.089 -8.855 0.22
H -1.601 0.274 -8.124 0.22
H -1.757 0.832 -5.745 0.22
H -4.333 -0.656 -4.618 0.22
H -6.436 0.440 -5.194 0.22
H -6.837 2.803 -4.574 0.23
H -5.146 4.044 -3.281 0.22
H -3.020 4.096 -2.095 0.22
H -0.955 2.967 -1.357 0.22
H 1.915 -0.599 -3.634 0.23
H 4.032 0.352 -4.491 0.22
H 5.781 2.025 -4.289 0.22
H 5.592 3.369 -3.155 0.23
H 4.929 3.490 -4.780 0.23
H 3.249 3.979 -2.366 0.22
H 1.167 3.019 -1.472 0.22
N 3.850 -0.535 1.681 -0.85
C 4.551 0.636 1.127 -0.21
C 3.638 1.792 0.727 -0.42
C 3.224 2.713 1.871 -0.39
C 2.213 3.761 1.416 -0.22
N 0.906 3.167 1.092 -0.87
H 3.370 -0.301 2.545 0.37
H 4.543 -1.238 1.911 0.36
H 5.068 0.295 0.226 0.18
H 5.321 1.014 1.814 0.17
H 2.754 1.363 0.244 0.20
H 4.163 2.390 -0.018 0.21
H 4.103 3.240 2.247 0.21
H 2.821 2.127 2.703 0.18
H 2.633 4.297 0.555 0.16
H 2.072 4.494 2.214 0.20
H 1.004 2.475 0.350 0.38
H 0.292 3.881 0.712 0.36
C 2.685 -3.325 3.664 -0.26
O 1.877 -2.161 3.571 -0.51
C 1.506 -1.585 4.752 0.25
C 1.599 -2.224 5.970 -0.30
C 1.235 -1.527 7.114 -0.08
Br 1.344 -2.404 8.791 0.08
C 0.820 -0.225 7.050 -0.20
C 0.708 0.438 5.814 -0.14
C 1.026 -0.267 4.651 0.31
O 0.924 0.188 3.356 -0.71
C 0.321 1.858 5.910 0.36
N 0.306 2.484 7.061 -0.47
C -0.037 3.787 6.786 0.16
C -0.182 4.879 7.641 -0.22
C -0.510 6.095 7.077 -0.22
C -0.696 6.238 5.694 -0.21
C -0.565 5.165 4.834 -0.23
C -0.233 3.940 5.403 0.08
N 0.001 2.694 4.869 -0.54
H 3.490 -3.186 4.389 0.19
H 3.113 -3.474 2.675 0.20
H 2.098 -4.203 3.940 0.19
H 1.947 -3.243 6.047 0.24
H 0.575 0.332 7.941 0.27
H 0.868 1.157 3.296 0.49
H -0.039 4.765 8.707 0.23
H -0.626 6.964 7.711 0.22
H -0.946 7.212 5.294 0.22
H -0.715 5.279 3.767 0.21
H -0.098 2.471 3.886 0.41
O 4.162 -5.862 -2.023 -0.64
C 3.525 -4.867 -1.387 0.35
C 3.854 -3.520 -1.536 -0.34
C 3.131 -2.585 -0.822 0.08
N 2.138 -2.902 0.009 -0.52
C 1.839 -4.180 0.126 0.15
Br 0.437 -4.589 1.325 0.07
C 2.480 -5.209 -0.533 -0.29
H 4.893 -5.528 -2.553 0.49
H 4.657 -3.216 -2.196 0.22
H 3.359 -1.528 -0.903 0.21
H 2.199 -6.243 -0.395 0.24
```

=====

3.
Molecular formula: C6H13CuMgO5
Method: DFT, ωB97M-V/def2-TZVPD

The net charge is +2. As for the spin multiplicity: 3. The calculation puts the energy relative to the best compared isomer or geometry (same formula, charge and spin) at 0.0 kcal/mol. As for the frontier orbital gap (spin up / spin down): 6.842 / 7.885 eV.

Geometry as XYZ:
```
26
Properties=species:S:1:pos:R:3:lowdin_spin:R:1
O -0.810 -1.196 -0.518 0.02
C -2.033 -1.792 -0.077 0.00
C -2.885 -0.780 0.662 0.00
O -2.926 0.419 -0.121 0.02
C -3.860 1.388 0.361 0.00
Mg -1.141 0.865 -0.981 0.26
H -1.832 -2.660 0.565 0.00
H -2.540 -2.133 -0.987 0.00
H -2.474 -0.539 1.654 0.00
H -3.904 -1.171 0.786 0.00
H -3.589 2.354 -0.077 0.00
H -4.872 1.106 0.042 0.00
H -3.808 1.442 1.457 0.00
O 0.244 0.512 0.498 0.29
C 0.197 -0.837 0.495 0.03
O 1.373 -1.451 0.069 0.02
C 2.555 -0.913 0.569 0.01
O 2.988 0.195 -0.215 0.15
C 3.749 -0.166 -1.381 0.02
Cu 1.507 1.595 -0.284 1.17
H -0.118 -1.253 1.467 0.01
H 3.320 -1.696 0.522 0.00
H 2.436 -0.553 1.599 0.00
H 3.903 0.746 -1.967 0.01
H 4.719 -0.567 -1.066 0.00
H 3.197 -0.905 -1.975 0.00
```

=====

The lowest net charge belongs to which entry? C12H20O7PdS3Se2

=====

Which value of net charge does entry 1 give? 0

=====

Please write out number 3 again, unchanged.
Molecular formula: C6H13CuMgO5
Method: DFT, ωB97M-V/def2-TZVPD

The net charge is +2. As for the spin multiplicity: 3. The calculation puts the energy relative to the best compared isomer or geometry (same formula, charge and spin) at 0.0 kcal/mol. As for the frontier orbital gap (spin up / spin down): 6.842 / 7.885 eV.

Geometry as XYZ:
```
26
Properties=species:S:1:pos:R:3:lowdin_spin:R:1
O -0.810 -1.196 -0.518 0.02
C -2.033 -1.792 -0.077 0.00
C -2.885 -0.780 0.662 0.00
O -2.926 0.419 -0.121 0.02
C -3.860 1.388 0.361 0.00
Mg -1.141 0.865 -0.981 0.26
H -1.832 -2.660 0.565 0.00
H -2.540 -2.133 -0.987 0.00
H -2.474 -0.539 1.654 0.00
H -3.904 -1.171 0.786 0.00
H -3.589 2.354 -0.077 0.00
H -4.872 1.106 0.042 0.00
H -3.808 1.442 1.457 0.00
O 0.244 0.512 0.498 0.29
C 0.197 -0.837 0.495 0.03
O 1.373 -1.451 0.069 0.02
C 2.555 -0.913 0.569 0.01
O 2.988 0.195 -0.215 0.15
C 3.749 -0.166 -1.381 0.02
Cu 1.507 1.595 -0.284 1.17
H -0.118 -1.253 1.467 0.01
H 3.320 -1.696 0.522 0.00
H 2.436 -0.553 1.599 0.00
H 3.903 0.746 -1.967 0.01
H 4.719 -0.567 -1.066 0.00
H 3.197 -0.905 -1.975 0.00
```